[1]
Here is a structure of composition C31H39N4O4P2PtS from the Open Molecules 2025 dataset. Energies are from ωB97M-V/def2-TZVPD.

Output
* expectation value of S²: 6.05
* ΔE to the lowest compared entry with this formula, charge and spin: 0.0 kcal/mol
* LUMO (spin up / spin down): -8.79 / -12.84 eV
* 2S+1: 5
* frontier orbital gap (spin up / spin down): 7.32 / 3.42 eV
* total charge: +3

```
82
C31H39N4O4P2PtS, DFT ωB97M-V/def2-TZVPD
Pt -0.099 0.214 0.356
C -0.525 -0.923 3.772
P 0.045 0.452 2.750
C 1.698 0.849 3.364
C -0.992 1.905 3.056
C -1.669 2.099 4.256
C -2.403 3.261 4.468
C -2.457 4.240 3.488
C -1.784 4.057 2.286
C -1.058 2.893 2.056
P -0.157 2.647 0.501
C 1.316 3.693 0.565
C -1.158 3.332 -0.839
H -0.742 -0.597 4.790
H 0.276 -1.661 3.822
H -1.407 -1.395 3.343
H 1.615 1.200 4.395
H 2.165 1.625 2.761
H 2.329 -0.039 3.343
H -1.621 1.362 5.047
H -2.919 3.405 5.408
H -3.015 5.150 3.659
H -1.830 4.837 1.537
H 0.984 4.725 0.705
H 1.882 3.627 -0.364
H 1.965 3.423 1.395
H -1.433 4.368 -0.636
H -2.060 2.740 -0.983
H -0.570 3.313 -1.758
C 4.932 -6.309 -1.532
C 6.207 -5.584 -1.124
S 5.985 -4.312 0.074
O 4.929 -4.675 0.999
O 7.267 -3.900 0.571
C 5.308 -2.918 -0.829
C 5.063 -1.842 0.224
N 3.943 -0.935 -0.118
C 2.694 -1.125 0.335
N 1.894 -0.136 -0.095
C 2.670 0.712 -0.858
C 3.923 0.212 -0.873
N 5.067 0.764 -1.574
O 4.930 1.898 -1.974
O 6.048 0.060 -1.678
C 2.292 -2.272 1.191
H 5.193 -7.167 -2.149
H 4.275 -5.667 -2.121
H 4.393 -6.662 -0.656
H 6.713 -5.108 -1.966
H 6.927 -6.249 -0.641
H 4.385 -3.270 -1.293
H 6.008 -2.574 -1.587
H 5.957 -1.249 0.384
H 4.779 -2.298 1.169
H 2.297 1.585 -1.361
H 2.796 -2.240 2.159
H 2.565 -3.223 0.731
H 1.213 -2.256 1.345
N -2.083 0.148 0.261
C -3.298 -0.093 0.015
C -4.183 -0.807 0.952
C -5.033 -1.797 0.382
C -5.940 -2.471 1.181
C -6.009 -2.163 2.528
C -5.167 -1.176 3.096
C -4.259 -0.501 2.315
C -3.956 0.310 -1.244
C -3.387 0.073 -2.499
C -4.096 0.421 -3.626
C -5.376 1.015 -3.511
C -5.944 1.256 -2.272
C -5.244 0.904 -1.130
H -4.930 -2.050 -0.666
H -6.577 -3.237 0.760
H -6.712 -2.684 3.164
H -5.253 -0.957 4.152
H -3.639 0.285 2.728
H -2.421 -0.409 -2.578
H -3.686 0.238 -4.610
H -5.910 1.288 -4.411
H -6.919 1.717 -2.198
H -5.654 1.105 -0.148
```

=====

[2]
Here is a structure of composition C44H45FLaN11O7 from the Open Molecules 2025 dataset. Energies are from ωB97M-V/def2-TZVPD.

Output
* LUMO: -4.61 eV
* frontier orbital gap: 6.69 eV
* total charge: +2

```
109
C44H45FLaN11O7, DFT ωB97M-V/def2-TZVPD
La 0.932 1.930 -1.768
O 4.662 3.960 -4.190
C 3.556 3.380 -3.766
O 3.207 3.379 -2.599
C 2.758 2.700 -4.824
C 3.179 2.555 -6.140
C 2.364 1.847 -7.017
C 1.187 1.298 -6.537
C 0.853 1.485 -5.195
N 1.612 2.181 -4.359
C -0.354 0.766 -4.575
O -0.795 -0.185 -5.231
O -0.745 1.181 -3.461
H 5.163 4.357 -3.456
H 4.126 2.961 -6.456
H 2.653 1.706 -8.048
H 0.520 0.720 -7.161
H -0.566 -1.638 -4.589
C 3.979 -1.202 -3.449
C 3.708 -2.277 -2.608
C 3.219 -2.014 -1.353
C 2.968 -0.682 -0.958
N 3.135 0.350 -1.819
C 3.672 0.067 -3.007
N 2.714 -0.512 0.358
C 2.305 0.536 0.989
N 1.724 1.682 0.520
C 1.453 2.485 1.592
N 0.931 3.668 1.655
C 0.777 4.587 0.676
C 0.213 5.812 1.096
C 0.217 6.894 0.252
C 0.797 6.746 -1.006
C 1.265 5.497 -1.370
N 1.223 4.413 -0.589
C 1.868 1.819 2.839
C 1.869 2.220 4.160
C 2.443 1.365 5.093
C 3.001 0.153 4.710
C 2.987 -0.257 3.384
C 2.414 0.591 2.456
H 4.411 -1.355 -4.425
H 3.918 -3.288 -2.926
H 3.026 -2.800 -0.640
H 3.903 0.916 -3.641
H -0.173 5.875 2.100
H -0.199 7.844 0.556
H 0.873 7.585 -1.682
H 1.721 5.356 -2.343
H 1.463 3.176 4.450
H 2.474 1.654 6.133
H 3.472 -0.471 5.457
H 3.429 -1.191 3.077
C -0.612 -6.407 0.285
C -1.682 -5.459 -0.250
N -1.241 -4.071 -0.227
C -0.730 -3.546 -1.356
C -0.300 -2.260 -1.482
C 0.093 -1.703 -2.802
O -0.501 -2.288 -3.811
O 0.853 -0.756 -2.903
C -0.404 -1.335 -0.381
O -0.170 -0.123 -0.448
C -0.919 -1.941 0.847
C -1.037 -1.139 1.982
C -1.609 -1.623 3.126
F -1.773 -0.776 4.167
C -2.060 -2.951 3.212
C -1.881 -3.766 2.100
C -1.341 -3.286 0.901
N -2.657 -3.497 4.355
C -2.466 -2.870 5.645
C -2.598 -3.942 6.723
N -3.946 -4.566 6.631
C -4.148 -5.164 5.286
C -3.983 -4.068 4.236
H -0.973 -7.430 0.227
H -0.357 -6.181 1.318
H 0.291 -6.328 -0.315
H -2.610 -5.549 0.318
H -1.907 -5.720 -1.286
H -0.685 -4.199 -2.215
H -0.693 -0.118 1.938
H -2.172 -4.799 2.196
H -3.188 -2.060 5.829
H -1.463 -2.449 5.703
H -2.457 -3.504 7.711
H -1.851 -4.721 6.563
H -4.656 -3.836 6.781
H -4.064 -5.274 7.365
H -5.139 -5.615 5.224
H -3.390 -5.936 5.141
H -4.761 -3.300 4.383
H -4.122 -4.492 3.242
N -1.346 2.495 -0.293
C -2.673 2.365 -0.909
C -3.035 3.612 -1.710
C -2.298 3.710 -3.041
N -0.863 3.973 -2.851
H -1.223 1.714 0.350
H -1.343 3.340 0.280
H -3.448 2.206 -0.145
H -2.653 1.499 -1.574
H -2.828 4.503 -1.109
H -4.107 3.596 -1.918
H -2.772 4.503 -3.639
H -2.397 2.765 -3.578
H -0.774 4.890 -2.411
H -0.445 4.055 -3.777
```

=====

[3]
Here is a structure of composition C3H8CdO2 from the Open Molecules 2025 dataset. Energies are from ωB97M-V/def2-TZVPD.

Output
* expectation value of S²: 0.75
* ΔE to the lowest compared entry with this formula, charge and spin: 0.0 kcal/mol
* LUMO (spin up / spin down): 3.82 / 3.79 eV
* 2S+1: 2
* frontier orbital gap (spin up / spin down): 4.41 / 7.08 eV
* total charge: -1

```
14
C3H8CdO2, DFT ωB97M-V/def2-TZVPD
C -0.635 -1.351 -0.476
C -1.343 -0.306 0.343
O -0.783 -0.342 1.690
C -1.453 0.444 2.641
Cd 0.227 -2.230 1.398
H -1.804 -3.741 1.442
H 0.028 -0.897 -1.228
H -2.425 -0.508 0.445
H -1.226 0.736 -0.008
H -0.829 0.486 3.543
H -1.615 1.464 2.256
H -2.432 0.006 2.901
O -0.985 -3.622 1.968
H -1.299 -2.052 -1.004
```

=====

[4]
Here is a cluster of 3 separate species, C35H70Cl2FN2O4PS in total from the Open Molecules 2025 dataset. Energies are from ωB97M-V/def2-TZVPD.

Output
* LUMO: 0.45 eV
* frontier orbital gap: 8.07 eV
* SMILES string: CCCN[C@]1(P(CC)CC)C(=O)N[C@@](OC[C@H](C)C(C)C)(S(C)(=O)=O)[C@@]1(/C(Cl)=C(/C)Cl)[C@@H](C)F.CCCCCC.CCCCCC
* total charge: 0

```
116
C35H70Cl2FN2O4PS, DFT ωB97M-V/def2-TZVPD
C -0.535 -4.045 2.175
C 0.211 -2.882 1.505
C 0.922 -3.365 0.234
N 0.105 -3.011 -0.930
C 0.361 -3.772 -2.166
P -0.779 -5.287 -2.045
C -0.054 -6.685 -1.113
C -0.965 -7.924 -1.166
C -1.668 -5.974 -3.494
C -3.133 -6.354 -3.164
C 1.790 -4.366 -2.288
O 2.291 -5.260 -1.653
N 2.502 -3.672 -3.276
C 1.881 -2.371 -3.377
O 2.265 -1.680 -2.218
C 3.660 -1.770 -1.875
C 4.182 -0.413 -1.355
C 5.428 -0.061 -2.186
C 4.604 -0.412 0.123
C 3.661 -1.162 1.059
C 4.641 1.053 0.610
S 2.636 -1.359 -4.769
C 1.421 -0.962 -6.021
O 3.678 -2.182 -5.333
O 3.080 -0.089 -4.255
C 0.334 -2.762 -3.405
C -0.576 -1.553 -3.151
Cl 0.138 0.024 -3.007
C -1.923 -1.542 -2.999
C -2.774 -0.330 -2.740
Cl -2.848 -3.009 -3.001
C 0.102 -3.550 -4.731
C -1.082 -3.204 -5.606
F 1.238 -3.432 -5.570
H -1.236 -4.478 1.458
H 0.191 -4.828 2.386
H -1.052 -3.746 3.081
H 0.956 -2.520 2.211
H -0.485 -2.082 1.262
H 1.097 -4.436 0.344
H 1.887 -2.882 0.125
H -0.866 -3.222 -0.715
H 0.927 -7.013 -1.454
H 0.077 -6.432 -0.065
H -1.056 -8.279 -2.190
H -0.456 -8.721 -0.630
H -1.942 -7.746 -0.729
H -1.174 -6.882 -3.849
H -1.693 -5.336 -4.367
H -3.834 -5.709 -3.685
H -3.331 -7.398 -3.378
H -3.300 -6.210 -2.097
H 2.825 -4.125 -4.118
H 3.782 -2.554 -1.129
H 4.285 -2.053 -2.716
H 3.413 0.333 -1.552
H 6.123 -0.899 -2.109
H 5.191 0.062 -3.238
H 5.941 0.817 -1.804
H 5.615 -0.810 0.222
H 3.850 -0.873 2.092
H 2.640 -0.840 0.846
H 3.714 -2.244 0.976
H 3.614 1.336 0.842
H 5.210 1.156 1.531
H 4.976 1.739 -0.160
H 1.704 -1.520 -6.906
H 0.410 -1.187 -5.714
H 1.509 0.100 -6.220
H -3.825 -0.583 -2.834
H -2.552 0.467 -3.441
H -2.593 0.006 -1.720
H 0.120 -4.605 -4.478
H -1.939 -3.844 -5.433
H -1.426 -2.180 -5.504
H -0.797 -3.352 -6.645
C 0.538 1.140 0.612
C -0.513 2.113 1.136
C -0.102 3.577 0.991
C 1.157 3.968 1.767
C 1.091 3.707 3.271
C -0.005 4.501 3.976
H 1.474 1.227 1.164
H 0.194 0.109 0.708
H 0.744 1.325 -0.444
H -0.736 1.884 2.183
H -1.446 1.959 0.586
H -0.937 4.213 1.300
H 0.064 3.795 -0.069
H 1.350 5.032 1.600
H 2.021 3.438 1.354
H 2.056 3.972 3.710
H 0.953 2.640 3.466
H 0.138 5.574 3.834
H 0.006 4.301 5.049
H -0.997 4.236 3.606
C -1.515 7.466 6.008
C -2.720 6.677 5.503
C -3.600 7.467 4.535
C -4.244 8.722 5.128
C -5.113 8.478 6.360
C -6.313 7.576 6.089
H -1.817 8.351 6.570
H -0.906 6.849 6.670
H -0.887 7.789 5.176
H -3.311 6.326 6.353
H -2.362 5.781 4.989
H -4.379 6.806 4.146
H -2.998 7.762 3.670
H -4.854 9.196 4.353
H -3.466 9.447 5.381
H -5.474 9.443 6.726
H -4.512 8.053 7.169
H -6.952 8.002 5.313
H -6.917 7.453 6.989
H -6.006 6.580 5.766
```

=====

[5]
Here is a structure of composition C53H44AlBrF3N2O2PSbSe from the Open Molecules 2025 dataset. Energies are from ωB97M-V/def2-TZVPD.

Output
* ΔE to the lowest compared entry with this formula, charge and spin: 6.3 kcal/mol
* LUMO: -4.09 eV
* frontier orbital gap: 6.48 eV
* total charge: +1

```
109
C53H44AlBrF3N2O2PSbSe, DFT ωB97M-V/def2-TZVPD
Al 0.421 2.189 0.117
O 0.250 -0.065 -3.049
C 1.276 0.372 -3.833
C 1.606 -0.406 -4.921
C 2.437 0.141 -5.889
C 2.902 1.447 -5.767
C 2.696 2.133 -4.590
C 1.966 1.567 -3.566
C 1.771 2.277 -2.236
O 0.501 2.083 -1.637
N 2.763 1.750 -1.237
N 2.372 1.697 0.106
C 3.152 1.067 0.995
C 2.669 0.533 2.173
Br 0.710 0.585 2.571
C 3.420 -0.183 3.065
C 3.063 -0.377 4.451
C 2.907 0.743 5.302
C 2.341 0.599 6.557
C 1.806 -0.647 6.920
C 2.104 -1.783 6.190
C 2.700 -1.668 4.960
H 0.152 0.636 -2.336
H 1.120 -1.369 -5.054
H 2.740 -0.413 -6.772
H 3.430 1.909 -6.571
H 3.145 3.109 -4.452
H 1.906 3.389 -2.454
H 3.723 2.081 -1.377
H 4.215 0.968 0.722
H 4.413 -0.523 2.785
H 3.099 1.741 4.918
H 2.271 1.427 7.277
H 1.148 -0.691 7.785
H 1.860 -2.781 6.552
H 2.861 -2.563 4.334
Se 0.308 4.033 1.699
C 0.307 5.458 0.388
C -0.902 6.022 -0.044
C -0.862 7.247 -0.714
C 0.323 7.892 -0.966
C 1.512 7.262 -0.641
C 1.517 6.029 0.019
H -1.854 5.559 0.196
H -1.792 7.738 -0.992
H 0.327 8.890 -1.436
H 2.466 7.766 -0.826
H 2.464 5.550 0.267
F 5.792 -5.554 -0.505
C 4.656 -4.838 -0.625
C 4.632 -3.456 -0.705
C 3.415 -2.788 -0.731
C 2.236 -3.507 -0.583
C 2.269 -4.901 -0.584
C 3.475 -5.558 -0.563
Sb 0.416 -2.340 -0.247
C -0.644 -3.233 -1.917
C -2.011 -3.397 -1.813
C -2.748 -4.028 -2.797
C -2.066 -4.553 -3.884
F -2.703 -5.187 -4.893
C -0.674 -4.417 -4.010
C 0.036 -3.759 -3.021
C -0.415 -3.638 1.308
C -0.114 -3.212 2.595
C -0.649 -3.824 3.707
C -1.466 -4.946 3.541
F -1.944 -5.558 4.642
C -1.681 -5.495 2.256
C -1.152 -4.820 1.151
H 5.561 -2.912 -0.714
H 3.430 -1.731 -0.934
H 1.360 -5.524 -0.570
H 3.496 -6.638 -0.496
H -2.569 -3.063 -0.921
H -3.822 -4.078 -2.703
H -0.241 -4.744 -4.929
H 1.103 -3.693 -3.080
H 0.626 -2.407 2.753
H -0.395 -3.488 4.704
H -2.198 -6.432 2.164
H -1.401 -5.144 0.172
C -2.413 -0.385 1.092
P -2.061 1.263 0.291
C -3.097 1.105 -1.154
C -2.627 1.415 -2.432
C -3.282 1.001 -3.583
C -4.523 0.358 -3.451
C -5.089 0.200 -2.197
C -4.396 0.574 -1.059
C -3.044 2.293 1.384
C -3.077 2.147 2.779
C -3.877 2.934 3.579
C -4.656 3.930 3.000
C -4.656 4.144 1.617
C -3.895 3.275 0.820
H -3.380 -0.412 1.597
H -1.546 -0.644 1.754
H -2.458 -1.168 0.341
H -1.721 1.949 -2.498
H -2.849 1.140 -4.565
H -5.064 0.041 -4.325
H -6.085 -0.271 -2.138
H -4.854 0.413 -0.058
H -2.388 1.392 3.240
H -3.895 2.810 4.653
H -5.243 4.598 3.631
H -5.239 4.967 1.193
H -3.921 3.370 -0.270
```

=====

[6]
Here is a structure of composition C19H28N10NaSSe from the Open Molecules 2025 dataset. Energies are from ωB97M-V/def2-TZVPD.

Output
* ΔE to the lowest compared entry with this formula, charge and spin: 1.2 kcal/mol
* LUMO: -3.54 eV
* frontier orbital gap: 7.70 eV
* total charge: +1

```
60
C19H28N10NaSSe, DFT ωB97M-V/def2-TZVPD
Na -0.701 0.768 0.288
C 3.899 -1.487 1.472
C 2.607 -1.040 0.843
N 1.942 -0.017 1.214
N 2.426 0.671 2.287
C 2.009 1.940 2.566
N 2.562 2.467 3.672
S 0.960 2.808 1.617
C 2.058 -1.823 -0.304
C 2.911 -2.223 -1.330
C 2.397 -2.963 -2.381
C 1.056 -3.304 -2.356
C 0.287 -2.856 -1.295
N 0.757 -2.119 -0.290
H 4.641 -0.684 1.485
H 4.324 -2.333 0.944
H 3.728 -1.811 2.503
H 3.166 0.260 2.839
H 3.149 1.941 4.297
H 2.307 3.406 3.922
H 3.956 -1.946 -1.311
H 3.034 -3.278 -3.197
H 0.611 -3.908 -3.134
H -0.764 -3.121 -1.247
C -2.758 -0.243 2.599
C -2.439 -1.364 1.611
N -2.387 -0.897 0.228
C -3.651 -0.416 -0.333
C -3.548 0.951 -1.010
N -2.830 1.944 -0.202
C -3.510 2.304 1.050
C -2.626 2.214 2.290
N -1.912 0.939 2.409
H -2.660 -0.648 3.611
H -3.807 0.047 2.512
H -3.168 -2.174 1.761
H -1.454 -1.778 1.839
H -1.949 -1.581 -0.367
H -4.390 -0.372 0.468
H -4.066 -1.121 -1.060
H -4.572 1.274 -1.251
H -3.009 0.849 -1.952
H -2.674 2.772 -0.761
H -4.380 1.658 1.176
H -3.917 3.318 1.003
H -3.268 2.417 3.161
H -1.871 3.003 2.265
H -1.227 1.018 3.147
Se -0.853 -1.075 -4.517
N 0.786 -0.576 -4.986
C 1.287 0.066 -3.955
C 2.587 0.663 -3.912
C 2.935 1.298 -2.772
C 2.021 1.343 -1.660
N 0.840 0.809 -1.639
C 0.441 0.168 -2.787
N -0.745 -0.391 -2.878
H 3.235 0.593 -4.775
H 3.895 1.785 -2.664
H 2.324 1.857 -0.753
```

=====

| no. | molar mass (g mol⁻¹) |
| --- | --- |
| 1 | 820.77 |
| 2 | 997.82 |
| 3 | 188.51 |
| 4 | 735.90 |
| 5 | 1136.52 |
| 6 | 530.52 |